[1]
{"formula": "C2H2NO2", "method": "ωB97M-V/def2-TZVPD", "homo_energy_ev": -2.5, "charge": -1, "largest_force_ev_per_a": 3.04, "e_lumo_ev": 4.61, "e_tot_ev": -7689.0248, "e_above_lowest_ev": 3.398, "orbital_gap_ha": 0.26242, "elements": ["C", "N", "O", "H", "H", "C", "O"], "positions_angstrom": [[0.92210, 0.77265, -1.11149], [-0.35209, -0.48672, -0.16175], [1.35140, 0.34901, -2.12284], [-0.81989, -0.37923, 1.79755], [0.32418, 1.08642, 0.98422], [-0.24186, 0.10370, 1.00337], [-1.18384, -1.44582, -0.38905]], "atomic_forces_ev_per_a": [[1.365, -0.313, -2.696], [-0.481, 0.874, 0.835], [-0.830, 0.587, 1.707], [0.164, 0.615, 0.247], [-0.759, -1.657, 0.549], [-0.141, -0.181, -0.848], [0.682, 0.074, 0.206]], "mulliken_charge": [-0.1124, 0.0661, -0.2707, 0.3729, 0.2171, -0.5719, -0.7012]}


[2]
{"formula": "C2H2NO2", "method": "ωB97M-V/def2-TZVPD", "homo_energy_ev": -1.1, "charge": -1, "largest_force_ev_per_a": 2.31, "e_lumo_ev": 3.91, "e_tot_ev": -7689.6019, "e_above_lowest_ev": 2.821, "orbital_gap_ha": 0.18422, "elements": ["N", "C", "C", "O", "H", "O", "H"], "positions_angstrom": [[-0.91503, 1.55954, -0.16385], [0.04396, 0.86993, -0.62258], [0.06854, -1.92211, 0.41184], [-0.91601, -2.26347, 0.96009], [-0.69732, 2.53433, 0.26694], [1.16921, -1.97961, 0.02059], [1.24666, 1.20139, -0.87303]], "atomic_forces_ev_per_a": [[0.534, 1.712, 1.335], [1.208, -1.589, -1.022], [0.228, -0.773, 0.205], [0.089, 0.885, -0.476], [0.029, -0.932, -1.019], [-0.059, 0.285, -0.054], [-2.029, 0.412, 1.031]], "mulliken_charge": [-0.4792, -0.4179, 0.3860, -0.3141, 0.1127, -0.2756, -0.0119]}


[3]
{"formula": "C2H2NO2", "method": "ωB97M-V/def2-TZVPD", "homo_energy_ev": -2.3, "charge": -1, "largest_force_ev_per_a": 4.86, "e_lumo_ev": 4.54, "e_tot_ev": -7690.7055, "e_above_lowest_ev": 1.717, "orbital_gap_ha": 0.25159, "elements": ["O", "H", "O", "H", "C", "C", "N"], "positions_angstrom": [[-0.29001, -1.96887, 1.04903], [-1.41243, 1.59430, -1.41162], [1.62076, -0.71567, 1.35667], [0.88282, 1.11602, -0.64519], [-0.13077, 0.40048, -0.42590], [0.54699, -1.13995, 0.98245], [-1.21736, 0.71369, -0.90544]], "atomic_forces_ev_per_a": [[-0.681, -1.197, 0.365], [0.911, -0.347, 0.102], [-0.793, -0.566, -0.201], [-1.742, -1.004, 0.425], [4.750, 0.182, 1.027], [0.782, 2.655, -1.158], [-3.226, 0.277, -0.560]], "mulliken_charge": [-0.4807, 0.1890, -0.5515, 0.1080, -0.3314, 0.6180, -0.5514]}


[4]
{"formula": "C2H2NO2P", "method": "ωB97M-V/def2-TZVPD", "homo_energy_ev": -8.7, "largest_force_ev_per_a": 4.43, "e_lumo_ev": 0.25, "e_tot_ev": -16979.5357, "smiles": "Oc1copn1", "e_above_lowest_ev": 0.593, "orbital_gap_ha": 0.32822, "elements": ["P", "H", "O", "H", "C", "O", "C", "N"], "positions_angstrom": [[-2.96279, -0.32731, 0.02295], [0.86766, -1.72213, -0.34476], [0.73675, -0.87725, 0.02332], [-0.39700, 1.93852, -0.29525], [-0.82824, 0.96396, -0.07514], [-2.14608, 1.11618, -0.04746], [-0.45595, -0.34449, 0.00827], [-1.65140, -1.20681, -0.04416]], "atomic_forces_ev_per_a": [[0.769, 0.426, -0.332], [-0.562, -1.596, -0.731], [1.912, 1.838, 1.098], [0.876, -0.705, 0.412], [0.874, 0.132, -0.285], [-2.293, 0.156, 0.287], [-4.057, -1.284, -1.222], [2.481, 1.031, 0.772]], "mulliken_charge": [0.2117, 0.3630, -0.4882, 0.3784, 0.0250, -0.2786, 0.2106, -0.4220]}


[5]
{"formula": "C2H2NO2S2", "method": "ωB97M-V/def2-TZVPD", "homo_energy_ev": -3.1, "charge": -1, "largest_force_ev_per_a": 2.74, "e_lumo_ev": 3.27, "e_tot_ev": -29363.5750, "e_above_lowest_ev": 0.742, "orbital_gap_ha": 0.23297, "elements": ["H", "S", "H", "O", "C", "S", "N", "C", "O"], "positions_angstrom": [[0.39490, -0.51544, 0.49964], [-1.20541, 2.44203, -0.03117], [-1.07231, -0.01810, -0.16452], [1.31080, 2.16415, 0.24193], [0.22381, 1.57990, 0.14702], [3.16669, 0.93768, -0.41415], [-0.16076, 0.24948, 0.19699], [4.40454, 0.04678, -0.04122], [5.41232, -0.48128, 0.25298]], "atomic_forces_ev_per_a": [[0.960, -0.324, 0.099], [-1.890, 1.906, -0.558], [0.534, 0.787, 0.407], [0.155, -1.300, 0.452], [-1.983, 1.043, -0.062], [0.861, -1.166, 0.352], [1.174, -1.398, -0.155], [1.150, 0.540, -0.675], [-0.961, -0.087, 0.141]], "mulliken_charge": [0.1770, -0.6812, 0.1701, -0.6439, 0.4697, -0.2052, -0.3771, 0.5491, -0.4585]}


[6]
{"formula": "C2H2NO2S2", "method": "ωB97M-V/def2-TZVPD", "homo_energy_ev": [-1.1, -4.5], "charge": -1, "largest_force_ev_per_a": 6.23, "e_lumo_ev": [3.29, -0.05], "multiplicity": 3, "e_tot_ev": -29359.5877, "e_above_lowest_ev": 1.108, "orbital_gap_ha": [0.15974, 0.16172], "elements": ["H", "S", "O", "S", "N", "H", "O", "C", "C"], "positions_angstrom": [[-1.17504, -1.52524, -1.10127], [2.94018, -0.03177, 1.62515], [2.13985, -1.60904, 3.65173], [3.21770, -1.60879, -2.51902], [1.26250, -1.50299, -0.56747], [-1.09299, -0.35478, -0.22893], [-1.68580, -0.72494, -0.81547], [2.54516, -0.89774, 2.80548], [2.13556, -1.56110, -1.36194]], "atomic_forces_ev_per_a": [[-0.617, 1.071, 0.306], [0.999, 3.099, -5.311], [-1.625, -2.130, 1.713], [1.221, -0.113, -1.096], [0.317, -0.002, 0.277], [2.087, 1.383, 2.019], [-1.415, -2.429, -2.319], [0.445, -1.129, 3.237], [-1.412, 0.249, 1.174]], "mulliken_charge": [0.3430, -0.4401, -0.4375, -0.4420, -0.4527, 0.3306, -0.6809, 0.4803, 0.2993]}


[7]
{"formula": "C2H2NO3S", "method": "ωB97M-V/def2-TZVPD", "homo_energy_ev": -3.9, "charge": -1, "largest_force_ev_per_a": 5.48, "e_lumo_ev": 3.65, "e_tot_ev": -20572.7492, "e_above_lowest_ev": 2.866, "orbital_gap_ha": 0.27858, "elements": ["O", "H", "O", "O", "C", "H", "S", "N", "C"], "positions_angstrom": [[3.05620, 1.13433, 0.76878], [-0.03289, 1.70320, 1.76500], [-1.62823, -0.34618, -0.02335], [-1.12730, 2.00057, -0.11983], [-1.09602, 0.70173, 0.17828], [0.96246, 1.43119, 0.18587], [3.23334, 0.04429, -0.35623], [2.44955, -1.11612, -0.17226], [0.00802, 1.42700, 0.73522]], "atomic_forces_ev_per_a": [[0.809, -1.076, -2.222], [0.175, 0.390, 0.444], [-0.630, 0.884, -0.211], [-0.890, -0.289, -0.036], [1.077, -0.738, 0.105], [-0.351, 0.023, 0.811], [1.147, 4.738, 2.506], [-1.880, -3.635, -0.346], [0.543, -0.298, -1.051]], "mulliken_charge": [-0.6610, 0.2098, -0.5303, -0.4008, 0.6213, 0.1360, 0.0729, -0.3586, -0.0892]}


[8]
{"formula": "C2H2NO3S2", "method": "ωB97M-V/def2-TZVPD", "homo_energy_ev": [-4.1, -4.1], "charge": -1, "largest_force_ev_per_a": 3.60, "e_lumo_ev": [3.36, 3.36], "e_tot_ev": -31409.6405, "smiles": "O=C1CS(=O)#S([O-])=N1", "e_above_lowest_ev": 1.523, "orbital_gap_ha": [0.27586, 0.27596], "elements": ["H", "C", "O", "S", "O", "S", "H", "N", "O", "C"], "positions_angstrom": [[-1.20209, 1.04622, 1.20669], [-0.55864, 0.49808, 0.51835], [1.45341, 0.15839, -1.78422], [0.84667, -1.14422, -1.27776], [-1.85658, 0.44205, -1.76129], [-1.49450, -0.48958, -0.67736], [0.14214, 1.17867, -0.02917], [1.22319, -1.12370, 0.29179], [0.87139, -0.20576, 2.34538], [0.57500, -0.36015, 1.16759]], "atomic_forces_ev_per_a": [[0.192, -0.291, 0.103], [1.168, -0.175, -0.175], [-1.205, -1.961, -0.465], [0.478, 3.173, 1.623], [-0.915, 0.610, -1.036], [2.075, 0.061, 0.364], [-1.242, -0.012, -0.191], [0.389, -1.828, -0.590], [-0.091, -0.071, 0.045], [-0.848, 0.495, 0.322]], "mulliken_charge": [0.3703, -0.5578, -0.5572, 0.3550, -0.5854, 0.2251, 0.2776, -0.5028, -0.6670, 0.6421]}


[9]
{"formula": "C2H2NO4", "method": "ωB97M-V/def2-TZVPD", "homo_energy_ev": [-1.9, -2.9], "charge": -1, "largest_force_ev_per_a": 2.90, "e_lumo_ev": [4.04, 4.00], "e_tot_ev": -11783.8029, "e_above_lowest_ev": 5.517, "orbital_gap_ha": [0.21642, 0.25195], "elements": ["O", "N", "C", "O", "H", "C", "O", "H", "O"], "positions_angstrom": [[1.80937, -2.02170, -0.23011], [2.71770, 1.35430, 0.15995], [0.96381, -1.10772, -0.36423], [1.72871, 0.92555, -0.35898], [-0.91284, 0.86951, 1.28103], [0.41502, -0.32300, 0.71050], [0.75732, -0.29827, 1.88717], [0.48496, -0.76106, -1.42610], [-0.74606, 0.45651, 0.38904]], "atomic_forces_ev_per_a": [[-1.417, 1.453, -0.331], [-0.465, -0.494, -0.060], [0.122, -1.190, -2.492], [1.210, 1.733, -0.575], [0.239, -0.528, -1.307], [-1.635, 0.863, 2.236], [0.099, -0.379, -0.476], [1.076, -1.070, 2.035], [0.771, -0.387, 0.969]], "mulliken_charge": [-0.5954, -0.2178, 0.0450, -0.2042, 0.3026, 0.7069, -0.6639, 0.1221, -0.4953]}


[10]
{"formula": "C2H2NOP", "method": "ωB97M-V/def2-TZVPD", "homo_energy_ev": [-9.2, -9.2], "largest_force_ev_per_a": 4.70, "e_lumo_ev": [-1.02, -1.01], "e_tot_ev": -14928.1268, "e_above_lowest_ev": 3.409, "orbital_gap_ha": [0.30004, 0.30017], "elements": ["H", "C", "H", "P", "C", "N", "O"], "positions_angstrom": [[-0.88944, -1.75819, -0.14321], [-0.19622, 0.95544, 0.00461], [1.96594, 1.38272, 0.07469], [-1.75364, 0.41588, -0.04202], [1.25910, 0.69656, 0.13211], [1.26260, -0.52066, -0.07278], [-1.64834, -1.17176, 0.04660]], "atomic_forces_ev_per_a": [[-0.041, 1.106, 0.152], [1.160, -1.647, 0.101], [3.482, 3.127, 0.412], [1.266, 0.189, 0.177], [-2.939, -2.155, -1.181], [-1.991, 1.080, 0.561], [-0.937, -1.700, -0.222]], "mulliken_charge": [0.3986, 0.1547, 0.3880, 0.0442, -0.0917, -0.3959, -0.4980]}


[11]
{"formula": "C2H2NOS", "method": "ωB97M-V/def2-TZVPD", "homo_energy_ev": -17.3, "charge": 1, "largest_force_ev_per_a": 3.88, "e_lumo_ev": -6.71, "e_tot_ev": -16469.9250, "e_above_lowest_ev": 0.346, "orbital_gap_ha": 0.38917, "elements": ["H", "H", "S", "O", "N", "C", "C"], "positions_angstrom": [[-0.97943, -1.83630, 0.02830], [-0.07138, 2.11733, 0.06682], [1.59026, 0.40793, -0.02715], [0.83658, -1.04303, -0.01549], [-0.94202, 0.21970, -0.04406], [-0.44959, -0.98181, -0.01354], [0.01559, 1.11619, 0.00512]], "atomic_forces_ev_per_a": [[-1.673, -2.978, 0.030], [-0.712, 3.338, 0.059], [-1.606, 0.174, 0.173], [1.897, -1.406, -0.025], [-1.049, 1.092, 0.388], [1.416, 3.237, -0.235], [1.728, -3.457, -0.391]], "mulliken_charge": [0.4479, 0.4431, 0.3724, -0.1782, -0.3131, 0.1782, 0.0497]}


[12]
{"formula": "C2H2O2", "method": "ωB97M-V/def2-TZVPD", "homo_energy_ev": [-9.6, -9.6], "largest_force_ev_per_a": 7.97, "e_lumo_ev": [-2.40, -2.40], "e_tot_ev": -6193.0919, "e_above_lowest_ev": 6.962, "orbital_gap_ha": [0.26615, 0.26613], "elements": ["O", "C", "C", "H", "H", "O"], "positions_angstrom": [[-0.58863, 0.57835, 0.37059], [0.50953, 0.25491, 0.10029], [1.97352, -0.11701, 0.09718], [-2.64117, -0.35041, -0.06244], [2.56279, 0.23562, -0.83296], [-1.81604, -0.60146, 0.32734]], "atomic_forces_ev_per_a": [[-1.045, 1.499, 0.591], [7.562, -2.273, -1.065], [-5.951, 2.187, -0.624], [-0.758, 1.428, -0.818], [-1.409, -0.610, 1.137], [1.601, -2.231, 0.780]], "mulliken_charge": [-0.1920, 0.4945, -0.3824, 0.2933, 0.2007, -0.4142]}